w) 17
Properties=species:S:1:pos:R:3:lowdin_charge:R:1 method="wB97M-V/def2-TZVPD" total_charge=0 homo_energy_ev=-8.45 smiles="CCC(=S)N(C)N"
C -1.93581 0.86411 0.08069 -0.1032
C -0.49733 1.36119 0.16033 -0.2747
C 0.17184 0.25308 0.89449 -0.8288
S 0.14758 0.14607 2.51055 0.6826
N 0.85886 -0.66930 0.10383 -0.2629
C 0.96990 -0.59531 -1.35279 -0.0429
N 1.46204 -1.85106 0.63321 0.0192
H -2.10965 -0.07032 0.47755 0.0388
H -2.68439 1.65990 0.20977 0.0864
H -1.99079 0.58742 -1.05488 0.1000
H -0.45276 2.29797 0.74458 0.1154
H -0.27163 1.51810 -0.86855 0.0764
H 0.98066 -1.70321 -1.56253 0.1061
H 0.08143 -0.19992 -1.76108 0.0449
H 1.82599 -0.03079 -1.73961 0.0936
H 0.98816 -1.91111 1.61246 0.0486
H 2.45590 -1.65684 0.91198 0.1004


x) 17
Properties=species:S:1:pos:R:3:lowdin_charge:R:1 method="wB97M-V/def2-TZVPD" total_charge=0 homo_energy_ev=-8.77 smiles="CS(=N)(=N)C1CC1"
C -0.62915 1.60819 1.14585 -0.1815
S -0.89776 -0.09299 0.59390 0.6838
N -1.46673 -0.77396 1.87932 -0.3144
N -1.62734 -0.05234 -0.73572 -0.3012
C 0.94505 -0.77822 0.09011 -0.2517
C 1.05199 -0.94785 -1.40599 -0.1567
C 1.76610 0.13027 -0.71618 -0.1997
H -1.23907 2.07442 0.29723 0.0678
H -1.04986 1.56420 2.18777 0.0631
H 0.40665 2.03056 0.87371 0.0762
H -2.03222 -1.63457 1.58683 0.0264
H -2.46141 -0.50918 -1.15959 0.0575
H 1.32638 -1.56924 0.59484 0.0703
H 0.01526 -0.49606 -1.75753 0.1035
H 1.57086 -1.70948 -1.87760 0.0768
H 2.80568 0.04955 -0.56289 0.0901
H 1.51557 1.10671 -1.03406 0.0896


Most stable structure: w)


w) 10
Properties=species:S:1:pos:R:3:lowdin_charge:R:1 method="wB97M-V/def2-TZVPD" total_charge=0 homo_energy_ev=-11.51 smiles="C=N[N+](=O)[O-].O"
C -0.05174 -1.46266 0.06337 0.0690
N -1.10156 -0.90149 0.50945 0.1167
N -1.46083 0.34418 0.04278 -0.4721
O -2.38895 0.39160 -0.72494 0.1013
O -0.89413 1.28372 0.57298 0.0709
H 0.60687 -1.26969 -0.73347 0.0835
H 0.15069 -2.33734 0.54661 0.0572
O 2.06853 1.15955 -0.11474 -0.0670
H 1.28241 0.90948 -0.62119 0.0027
H 1.78872 1.88265 0.45916 0.0379


x) 10
Properties=species:S:1:pos:R:3:lowdin_charge:R:1 method="wB97M-V/def2-TZVPD" total_charge=0 homo_energy_ev=-10.06 smiles="CN(O)[N+](=O)[O-]"
C -1.30038 0.57612 -0.12051 0.1303
N 0.19648 -0.35222 0.17544 -0.1234
O 0.11225 -1.70753 0.08850 -0.0001
N 1.38889 0.28957 -0.13873 -0.4702
O 1.30714 1.47288 -0.21589 0.0588
O 2.35923 -0.40117 -0.11256 0.0911
H -1.91943 0.53592 0.77420 0.0632
H -0.85429 1.55170 -0.36782 0.0532
H -1.68792 0.10289 -1.03742 0.0702
H 0.39804 -2.06815 0.95478 0.1268


y) 10
Properties=species:S:1:pos:R:3:lowdin_charge:R:1 method="wB97M-V/def2-TZVPD" total_charge=0 homo_energy_ev="-9.82 / -9.24"
N 0.99937 0.28558 0.59015 0.0662
N -0.30208 0.62063 -1.23299 0.2456
C -0.50155 0.15720 0.10872 -0.8687
O 1.79066 -0.63849 -0.03883 -0.0047
O -0.85124 -1.19590 0.21170 0.0537
O -1.26489 1.08529 0.55495 0.0700
H 1.29431 -1.47544 0.04050 0.1093
H -1.49338 -1.26424 0.93396 0.1191
H 1.40288 1.19176 0.34601 0.1362
H -1.07408 1.23362 -1.51416 0.0734


z) 10
Properties=species:S:1:pos:R:3:lowdin_charge:R:1 method="wB97M-V/def2-TZVPD" total_charge=0 homo_energy_ev="-9.37 / -8.74"
C 1.52315 0.06278 -0.41706 -0.0337
N 0.38803 -0.58421 0.28942 -0.1866
N -2.24093 0.31597 0.24445 -0.2552
O -1.69520 1.11170 0.92766 0.0795
O -3.28692 0.25241 -0.33346 0.0955
O -0.62422 -1.17214 -0.22838 -0.0763
H 1.80960 -0.55787 -1.21448 0.0550
H 1.25864 1.03666 -0.73111 0.0599
H 2.55763 0.12626 0.16229 0.1301
H 0.31023 -0.59157 1.30067 0.1317


Most stable structure: w)


w) 69
Properties=species:S:1:pos:R:3:lowdin_charge:R:1 method="wB97M-V/def2-TZVPD" total_charge=-1 homo_energy_ev=-3.94
Sc 0.64194 0.08469 0.47284 0.6900
Br 3.20271 0.64240 1.72957 0.8320
C 3.22990 2.51867 1.16031 -0.5171
C 4.28632 3.25897 1.63304 -0.1515
C 4.39786 4.60324 1.27465 -0.0998
C 3.45997 5.15286 0.44114 -0.0493
C 2.37295 4.39540 -0.04708 -0.1795
C 1.42204 4.97827 -0.90335 -0.0599
C 0.35156 4.24299 -1.33831 -0.0929
C 0.18381 2.91405 -0.93218 -0.1506
C 1.07627 2.23679 -0.09566 -0.1652
C 2.20215 3.02072 0.32851 -0.2351
H 5.02562 2.80212 2.27102 0.0886
H 5.22053 5.19323 1.65399 0.0970
H 3.53946 6.18812 0.13830 0.1037
H 1.54520 6.01092 -1.20488 0.1017
H -0.38692 4.69023 -1.99225 0.0974
H -0.69303 2.39027 -1.31363 0.0692
C 1.88638 -3.23904 -1.88086 -0.0800
C 0.79937 -2.80433 -0.86209 -0.7627
C -0.58704 -3.15645 -1.47012 -0.0654
C 0.99285 -3.67898 0.41256 -0.0738
N 0.91088 -1.42842 -0.58843 -0.1724
H 1.78124 -4.29202 -2.13705 0.0613
H 2.87599 -3.07940 -1.45866 0.0640
H 1.79619 -2.64275 -2.78582 0.0640
H -0.66955 -4.22449 -1.66289 0.0672
H -0.72546 -2.61852 -2.40689 0.0588
H -1.37185 -2.86598 -0.76985 0.0690
H 0.91777 -4.74072 0.16985 0.0648
H 0.22994 -3.43318 1.15489 0.0643
H 1.97834 -3.48589 0.83873 0.0652
C -4.83728 -0.75090 0.93463 -0.1271
C -4.21472 -1.65925 1.77868 -0.1084
C -2.90601 -1.48049 2.16288 -0.0394
C -2.14972 -0.38700 1.69665 -0.3188
C -2.80326 0.53533 0.86023 -0.0584
C -4.11996 0.35045 0.49181 -0.1164
N -0.81725 -0.25374 1.99496 -0.0664
C -0.40477 -0.62754 3.25064 -0.3218
C -1.14503 -0.30169 4.40406 -0.0380
C -0.65706 -0.58426 5.66095 -0.1094
C 0.57254 -1.20518 5.82769 -0.1263
C 1.30324 -1.55564 4.70050 -0.1056
C 0.82700 -1.27932 3.43515 -0.0884
H -5.86941 -0.89606 0.64287 0.0861
H -4.76169 -2.51856 2.14460 0.0945
H -2.43562 -2.19835 2.82370 0.1149
H -2.26387 1.41727 0.52915 0.0977
H -4.60712 1.08941 -0.13306 0.0984
H -2.09540 0.20590 4.28987 0.1145
H -1.24073 -0.31136 6.53165 0.0938
H 0.95761 -1.40774 6.81854 0.0860
H 2.25194 -2.06339 4.81062 0.0978
H 1.38543 -1.58521 2.54915 0.0581
N -1.49657 -0.13203 -1.93577 0.0919
C -1.13103 -0.11622 -3.26450 -0.3396
C 0.13724 0.35967 -3.61933 -0.0380
C 0.53338 0.37657 -4.93932 -0.1005
C -0.31150 -0.08930 -5.93903 -0.1323
C -1.57766 -0.53421 -5.60021 -0.1218
C -1.99357 -0.53643 -4.28234 -0.0536
H -2.38642 -0.57926 -1.75290 0.0863
H -0.73658 -0.47885 -1.30238 0.0171
H 0.79794 0.70134 -2.82856 0.0943
H 1.51843 0.74698 -5.19112 0.0971
H 0.01825 -0.09960 -6.97025 0.0855
H -2.24897 -0.88909 -6.37249 0.0918
H -2.98520 -0.89601 -4.03710 0.1015


x) 69
Properties=species:S:1:pos:R:3:lowdin_charge:R:1 method="wB97M-V/def2-TZVPD" total_charge=-1 homo_energy_ev=-3.90
Sc -0.27218 -0.14821 0.83264 0.7667
Br -0.52146 -3.19074 2.30315 0.8192
C 1.25281 -3.28313 2.91304 -0.6225
C 1.65891 -4.38954 3.59829 -0.1507
C 2.98852 -4.47164 4.07147 -0.1030
C 3.85511 -3.44878 3.83457 -0.0592
C 3.44012 -2.29490 3.11992 -0.1818
C 4.36549 -1.24223 2.87974 -0.0662
C 3.97481 -0.14065 2.18716 -0.0923
C 2.63814 -0.04504 1.70947 -0.1604
C 1.67367 -1.00984 1.91294 -0.1713
C 2.11158 -2.17174 2.63802 -0.2442
H 0.96520 -5.20004 3.77674 0.0877
H 3.30866 -5.35054 4.61753 0.0938
H 4.87921 -3.49918 4.18810 0.1022
H 5.37631 -1.34518 3.25987 0.0996
H 4.67310 0.66782 2.00072 0.0954
H 2.38771 0.86002 1.15809 0.0645
C -4.21184 -1.37147 0.33263 -0.0821
C -3.51900 -0.13441 0.91604 -0.7829
C -4.10605 0.15370 2.30262 -0.0855
C -3.79750 1.06654 0.00271 -0.0744
N -2.10034 -0.35720 1.03089 -0.1958
H -5.29583 -1.24143 0.23149 0.0696
H -4.02347 -2.23934 0.96949 0.0688
H -3.81167 -1.59397 -0.66218 0.0608
H -5.19009 0.32190 2.27442 0.0683
H -3.62810 1.04099 2.72392 0.0664
H -3.89940 -0.68119 2.97555 0.0685
H -4.86783 1.27653 -0.12070 0.0696
H -3.36874 0.89325 -0.98853 0.0573
H -3.31093 1.95722 0.40784 0.0708
C 0.83344 1.87375 -4.38314 -0.1238
C -0.04609 2.74068 -3.74045 -0.1020
C -0.20986 2.69523 -2.36574 -0.0438
C 0.51004 1.77675 -1.58872 -0.3106
C 1.39445 0.91720 -2.24413 -0.0430
C 1.54794 0.96039 -3.62314 -0.1055
N 0.33398 1.66030 -0.20352 -0.0655
C 0.35686 2.80372 0.57369 -0.3171
C 0.98377 4.00989 0.21654 -0.0416
C 1.03250 5.07818 1.09956 -0.1140
C 0.48085 4.99863 2.37150 -0.1330
C -0.13748 3.80929 2.74329 -0.1044
C -0.20773 2.74497 1.86244 -0.0614
H 0.94923 1.90053 -5.45952 0.0891
H -0.62253 3.45337 -4.31979 0.0928
H -0.91025 3.36068 -1.87607 0.1154
H 1.96147 0.20952 -1.64883 0.1080
H 2.22340 0.26095 -4.10139 0.0984
H 1.43822 4.10041 -0.76164 0.1041
H 1.52663 5.98984 0.78128 0.0918
H 0.52649 5.83782 3.05316 0.0834
H -0.58778 3.70638 3.72359 0.0978
H -0.76640 1.86800 2.18886 0.0720
N -0.44838 -1.76241 -0.96084 0.0476
C -0.43556 -1.83345 -2.36108 -0.3107
C -1.35405 -1.07686 -3.08568 -0.0275
C -1.32254 -1.09221 -4.46882 -0.0914
C -0.38384 -1.85845 -5.15050 -0.1158
C 0.52625 -2.61068 -4.42150 -0.1060
C 0.50794 -2.60146 -3.03392 -0.0416
H 0.00371 -2.53550 -0.48511 0.0575
H -1.36686 -1.57770 -0.51891 0.0373
H -2.06794 -0.46014 -2.55227 0.1063
H -2.02934 -0.48082 -5.01617 0.1025
H -0.35969 -1.86014 -6.23231 0.0911
H 1.26606 -3.21102 -4.93799 0.0959
H 1.22817 -3.18323 -2.47035 0.1110


Most stable structure: x)


w) 6
Properties=species:S:1:pos:R:3:lowdin_charge:R:1 method="wB97M-V/def2-TZVPD" total_charge=0 homo_energy_ev="-11.67 / -11.66"
C 1.07046 -0.91339 -0.34635 -0.4521
C -1.20436 0.51921 1.18411 -0.2602
N 2.02763 -1.37886 0.09771 0.1704
N -1.56210 1.17409 2.00830 -0.0155
O 0.02207 0.84535 -1.90200 -0.4206
S -0.35370 -0.24639 -1.04177 0.9781


x) 6
Properties=species:S:1:pos:R:3:lowdin_charge:R:1 method="wB97M-V/def2-TZVPD" total_charge=0 homo_energy_ev="-12.74 / -10.84"
C 0.55605 -0.27570 -1.49884 -0.4816
C -1.45927 -0.02857 1.31408 -0.1104
N 0.04358 -1.04094 -2.17957 0.1309
N -2.24856 -0.25431 2.12486 -0.0011
O 2.13441 0.65029 0.54100 -0.4695
S 0.97378 0.94923 -0.30153 0.9317


Most stable structure: w)